DFT (ωB97M-V/def2-TZVPD) results for one molecule with the formula C23H22NOP at a distorted geometry.

Last columns: bonded neighbours and bond lengths (Å).
Cartesian coordinates (Å):
1 C -0.860 4.803 1.316  C3 1.396, C38 1.400, H47 1.096
2 H -1.977 -2.272 -1.431  C39 1.089
3 C -1.031 3.469 1.691  C1 1.396, H4 1.090, C37 1.411
4 H -1.122 3.224 2.749  C3 1.090
5 C -3.141 -1.125 0.835  C23 1.539, C26 1.544, C35 1.516, C41 1.550
6 H -0.896 1.989 -1.375  C15 1.091
7 H -2.197 -5.466 2.363  C28 1.094
8 H -3.045 0.681 1.974  C35 1.117
9 H -4.105 0.371 -0.403  C23 1.100
10 C 1.669 1.134 2.232  C14 1.404, C33 1.396, H44 1.089
11 N -1.990 -1.387 4.071  C13 1.170
12 H -2.938 -3.171 2.665  C30 1.090
13 C -2.115 -0.883 3.023  N11 1.170, C35 1.457
14 C 0.326 0.916 2.582  C10 1.404, C22 1.403, P29 1.830
15 C -0.910 2.785 -0.629  H6 1.091, C37 1.403, C48 1.398
16 H -5.103 -0.473 1.460  C26 1.094
17 O -0.251 -0.153 0.050  P29 1.492
18 H -4.034 -1.254 -1.121  C23 1.100
19 H 2.957 1.895 5.301  C45 1.093
20 H -1.222 -4.591 -1.753  C40 1.095
21 H -1.098 1.012 4.220  C22 1.087
22 C -0.058 1.114 3.917  C14 1.403, H21 1.087, C43 1.399
23 C -3.466 -0.514 -0.539  C5 1.539, H9 1.100, H18 1.100, H31 1.091
24 H -0.592 6.169 -0.338  C38 1.091
25 C -1.612 -5.191 0.286  C28 1.399, C40 1.393, H46 1.093
26 C -4.525 -1.402 1.461  C5 1.544, H16 1.094, H27 1.091, H34 1.086
27 H -5.050 -2.131 0.842  C26 1.091
28 C -2.111 -4.770 1.523  H7 1.094, C25 1.399, C30 1.395
29 P -0.805 0.670 1.164  C14 1.830, O17 1.492, C35 1.903, C37 1.836
30 C -2.520 -3.447 1.697  H12 1.090, C28 1.395, C41 1.398
31 H -2.577 -0.228 -1.105  C23 1.091
32 H 3.647 1.686 2.911  C33 1.093
33 C 2.610 1.496 3.198  C10 1.396, H32 1.093, C45 1.400
34 H -4.457 -1.761 2.483  C26 1.086
35 C -2.387 -0.197 1.766  C5 1.516, H8 1.117, C13 1.457, P29 1.903
36 H 0.557 1.566 5.932  C43 1.093
37 C -1.022 2.440 0.727  C3 1.411, C15 1.403, P29 1.836
38 C -0.723 5.128 -0.039  C1 1.400, H24 1.091, C48 1.403
39 C -1.988 -2.950 -0.579  H2 1.089, C40 1.403, C41 1.401
40 C -1.569 -4.277 -0.764  H20 1.095, C25 1.393, C39 1.403
41 C -2.464 -2.508 0.663  C5 1.550, C30 1.398, C39 1.401
42 H -0.665 4.370 -2.074  C48 1.093
43 C 0.884 1.444 4.896  C22 1.399, H36 1.093, C45 1.398
44 H 1.974 1.044 1.191  C10 1.089
45 C 2.222 1.632 4.537  H19 1.093, C33 1.400, C43 1.398
46 H -1.240 -6.212 0.163  C25 1.093
47 H -0.813 5.583 2.084  C1 1.096
48 C -0.766 4.121 -1.015  C15 1.398, C38 1.403, H42 1.093

Computed properties:
Structure (SMILES) ... CC(C)(c1ccccc1)[C@@H](C#N)P(=O)(c1ccccc1)c1ccccc1
DFT total energy ... -37034.8014 eV
HOMO level ... -8.965 eV
Gap between HOMO and LUMO ... 9.41 eV